95
Properties=species:S:1:pos:R:3:forces:R:3:mulliken_spin:R:1 method="wB97M-V/def2-TZVPD" s2=8.7787 total_charge=+3 lumo_energy_ev="-8.8 / -11.7" spin_multiplicity=6
H 2.02165 2.30354 0.91219 0.2281 0.4073 0.0716 -0.017
C -2.10407 3.86883 1.48817 -0.1439 0.1253 0.6384 0.052
H 1.18974 -4.74650 -3.11084 -0.5423 0.4024 0.5606 0.002
C -3.44972 3.10848 1.42596 0.1902 -0.1563 -0.0438 0.000
H -3.35947 5.61812 1.43112 0.3291 -0.1920 -0.1464 0.000
P 0.03846 -2.80524 0.09473 0.2561 -1.7626 0.5257 0.456
N 1.23069 0.45863 2.11939 1.3974 -0.5795 1.1371 0.123
C -3.85902 0.09591 -2.59331 0.6914 0.1445 0.8902 -0.005
H -1.47778 -5.11961 1.05637 -0.0115 0.0249 0.2087 -0.004
H -0.06010 5.92656 -0.24537 0.2212 -0.1405 0.2292 -0.003
N -1.79698 0.43195 -0.79437 0.3773 -1.4828 -2.2351 0.120
H -2.32655 4.58334 3.50515 0.3492 -0.2671 -0.0799 0.000
H 2.62925 -4.22345 0.12933 0.0087 0.0530 -0.1960 0.008
C -2.40668 5.29760 0.97783 0.1403 0.3106 -0.0287 0.020
C 1.90303 3.38426 1.07651 -0.0648 -0.1476 0.1644 0.046
H 1.36999 -4.92280 1.80849 -0.2485 0.1761 0.2516 0.003
H 1.17103 2.62529 -1.56604 0.0024 0.3394 0.0277 0.000
H 2.87195 -4.54115 -1.61029 -0.3308 0.0562 0.3330 0.006
Ir -0.31868 0.77912 0.74748 1.1447 -0.9236 -0.6476 1.997
C -2.35646 1.51828 -1.38494 0.5682 -0.1688 0.6942 0.009
C -1.01888 -1.97120 -1.17576 0.4222 0.2468 0.3697 0.259
C 3.22222 -0.27246 2.83507 -0.2568 0.1180 0.0160 0.059
H 0.27421 -3.22071 -2.84071 0.0909 -0.7104 -0.1992 -0.004
H 0.15394 0.64322 -3.60711 0.3689 -0.0603 -0.0950 0.000
N 0.79010 -0.32781 -0.69598 0.1621 -2.1195 -2.6248 0.702
C -0.32883 -3.46157 1.94049 -0.5735 0.1396 0.8048 0.153
C 1.60772 -1.83715 -4.12601 0.1031 -0.6421 -0.4208 0.002
H -0.54497 -4.81694 -2.77569 0.3747 0.3873 0.4184 0.000
H 3.01894 0.55760 4.88440 0.0592 0.0106 -0.0923 0.002
H 0.17198 -1.63692 3.02383 -0.1700 -0.2040 0.1189 -0.018
H -4.73361 -0.06752 -3.20379 -0.0333 0.1128 -0.1419 0.000
H -3.89305 2.28649 -2.69236 0.3785 -0.6064 0.1808 0.001
H 3.45398 -1.94150 -2.39734 -0.3426 1.2739 0.0470 0.005
C 0.93058 -4.16797 2.46851 0.5749 -0.1349 -0.4236 0.027
C 0.68871 5.44570 0.39885 -0.0576 0.1752 -0.0074 0.011
H 2.98791 -0.60166 -1.24152 0.4399 -0.0350 -1.4792 -0.005
C -1.98876 -0.84562 -1.30457 -2.1420 1.5999 -0.0821 0.039
H -1.58037 -1.86926 2.84454 0.1357 -0.2546 -0.0648 0.001
H -3.85842 3.07245 0.40673 0.0198 0.0223 0.3251 0.000
H 1.71295 -3.41473 2.65523 -0.2167 -0.2154 0.0068 -0.002
H -2.53697 5.36881 -0.11056 0.0500 0.0049 0.2693 -0.001
H 0.71801 -4.65321 3.44228 -0.1486 0.2635 -0.5660 0.002
C 1.25775 3.68971 -1.29662 -0.0253 -0.0486 -0.1410 0.032
H 1.66508 5.90551 0.15589 -0.3693 -0.3089 0.0691 0.003
C -1.39846 0.70481 2.20931 -4.5536 -0.9587 6.5435 0.124
C 0.60434 -1.08098 -1.69409 0.1883 1.4859 1.1755 -0.150
H -4.17142 3.65820 2.05072 0.2602 -0.2433 -0.1861 0.000
C 0.40298 -5.74866 -0.56878 -0.0775 -0.5098 0.5053 0.023
C 2.25534 -3.99344 -0.87539 0.3709 0.1340 0.0502 0.069
H -0.66783 -2.86555 3.99761 0.0080 0.1251 -0.6749 0.000
H -2.39773 -3.62774 1.34808 0.3135 -0.4339 0.3502 -0.006
H 2.09913 -2.80762 -3.88541 -0.5875 0.7081 -0.2197 0.001
C -1.73021 2.87794 -1.08525 -0.3847 -0.2482 -0.7572 0.029
H 1.67100 3.56070 2.14124 0.1723 -0.0973 -0.3359 0.006
C -1.59842 -4.28865 1.75312 -0.6677 -0.1760 -0.3737 0.066
H 0.48217 5.68418 1.45268 0.0177 -0.0479 -0.3702 0.001
C 0.76345 -4.32429 -1.01470 -0.0558 -0.0750 -0.2640 0.081
H 2.40729 -2.91669 -1.06278 0.1223 -0.5406 0.1034 -0.030
C 0.78791 3.92545 0.15930 0.8736 0.7002 -0.1637 0.021
P -0.80310 2.95305 0.49110 -0.8258 3.6181 -0.9039 0.268
H -1.44095 -2.88418 -1.65839 0.5621 1.0538 -0.6206 -0.004
H 1.61279 1.32702 -2.84370 -0.1205 -0.5227 -0.3981 -0.009
H 3.68797 -0.21295 -2.94344 -0.7052 -0.7666 0.8727 -0.001
C 2.62094 0.40657 3.89356 -0.3277 0.1158 -0.1807 0.018
H -0.99009 3.14960 -1.85915 -0.4749 -0.4419 0.0213 0.003
H 0.69599 4.30646 -2.02096 0.2194 -0.3192 0.2647 -0.001
H -0.67414 -5.96080 -0.68447 0.4439 0.1597 0.0256 -0.004
H -1.96853 -4.69913 2.71905 0.3810 0.3108 -0.4676 0.018
H 2.24568 -1.36345 -4.90650 -0.4942 -0.3370 0.4668 0.006
C -0.62781 -2.38925 2.99474 0.0629 0.6953 -0.1116 0.063
H 2.33129 3.95818 -1.40631 -0.6847 -0.0635 0.2335 -0.001
C 1.24712 0.51982 -3.50690 -0.1802 0.6368 -0.0308 0.032
H 0.91834 -6.47987 -1.23423 -0.1646 0.6494 0.3224 0.002
H -0.61804 4.40236 3.01564 -0.3309 -0.0682 0.0331 -0.001
C -1.61973 3.94964 2.94273 -0.0572 0.1486 0.2084 0.018
C 1.60432 -0.87479 -2.95084 0.0113 -0.0945 -0.0327 0.098
H 0.59646 -1.98904 -4.54666 0.5447 -0.0134 0.0326 0.000
H 4.19559 -0.76255 2.75591 -0.4535 0.1942 0.0477 0.002
H 2.86386 3.87812 0.83277 -0.5719 -0.1550 0.1602 -0.001
C 3.02067 -0.90028 -2.33640 0.9717 -0.0374 0.3583 0.006
H -1.59978 2.95985 3.41729 -0.0078 0.3634 -0.0185 0.004
H -3.37700 2.09118 1.81952 -0.1707 0.1459 -0.1020 0.006
H -3.41005 -2.05318 -2.43703 0.1286 0.9805 0.1437 0.005
H 0.63128 1.43524 3.96396 0.2021 -0.3060 -0.4457 -0.001
C 1.37914 0.85065 3.42203 0.8271 -0.6424 -0.6269 0.017
H -1.65605 6.03170 1.28917 -0.1996 -0.2743 -0.1345 0.002
H -2.52486 3.64254 -1.13601 0.4913 -0.2452 0.1607 0.008
H 1.69831 0.65101 -4.52100 -0.3183 -0.0925 0.9026 0.002
C -3.40546 1.39104 -2.27067 -0.9566 -0.6350 -0.6390 0.022
N 2.36340 -0.23037 1.79871 0.2971 -0.1530 0.1085 -0.027
H 2.48126 -0.68531 0.87906 -0.3100 0.6238 0.8175 -0.011
C -3.14499 -1.01985 -2.11964 0.9396 -0.5015 0.0021 0.089
O -2.00088 0.60505 3.21685 2.2390 0.5468 -3.7335 0.027
C 0.37993 -4.26139 -2.51343 -0.2182 0.2638 -0.2062 0.022
H 0.69711 -6.00474 0.46262 -0.1563 0.1061 -0.5554 0.005

---

113
Properties=species:S:1:pos:R:3:forces:R:3:lowdin_charge:R:1 method="wB97M-V/def2-TZVPD" total_charge=+1 lumo_energy_ev=-3.4
C 2.13354 1.26050 13.77040 0.0658 0.5199 1.0369 -0.139
H -7.00197 -0.72507 -9.52640 1.5841 -0.0617 2.1268 0.129
H 2.27231 0.90571 14.79534 0.1525 0.0314 -0.2306 0.139
O 3.28853 0.31213 10.70791 -1.3933 0.5443 2.1501 0.125
O -3.62625 -11.69056 -4.89520 2.5351 0.5476 -1.2950 0.139
C 3.59868 2.96849 8.08792 1.1387 0.2202 0.4231 -0.133
H -3.61356 -6.41399 -6.77757 0.0478 0.0203 0.0866 0.142
H 7.65320 4.74396 3.62001 -0.2262 -0.1099 0.0593 0.135
N -4.20917 -1.39234 -6.42248 2.7904 1.1750 0.1094 0.102
H -3.93480 -2.59039 -8.33276 -0.9914 0.3175 2.3825 0.136
H -2.87528 2.39543 -4.91731 -0.5054 -2.1524 -1.6590 0.140
H -2.29437 -1.00691 -3.03736 2.1584 0.3301 -0.4321 0.111
O 7.14072 4.50386 9.70682 -0.9968 0.4424 -0.0517 0.071
C -2.91866 -0.85734 -6.31077 -2.0932 -0.2966 -0.2733 -0.111
H 0.65285 -1.26870 -1.22281 -1.4947 1.5931 1.1140 0.128
H -6.26673 3.61786 -5.77210 2.5294 -0.6490 0.6422 0.093
H 0.13203 4.37831 3.54701 -0.0483 -0.1909 -0.2205 0.140
C -4.78062 1.76962 -6.00193 0.4580 1.3427 -0.1337 -0.237
C -6.38403 -0.69206 -8.50672 -1.1689 -0.1035 -0.8899 -0.270
O 1.27833 0.59775 11.76115 1.0231 0.0306 -0.3439 0.061
O 3.18707 0.81356 12.93777 -0.2049 -0.3379 -1.0377 0.068
C -5.15011 3.32213 -5.50080 0.4394 -0.5933 -0.1590 -0.131
C 0.52360 3.33824 0.62760 -0.5113 -0.0815 -1.5680 -0.521
H 2.36050 2.83699 3.10388 -0.1165 0.1295 -0.2292 0.135
C -3.35777 -6.13650 -5.74953 -1.1961 -0.6663 -0.1736 -0.130
C -0.08107 -0.44854 -0.77848 0.1716 1.1099 -1.1226 -0.242
O -1.39370 -12.15080 -5.08994 -0.9413 0.5241 -0.0928 0.070
O 1.75401 3.02830 1.13127 -1.1333 -0.0624 -1.0544 0.056
H 6.53338 6.80777 3.16643 -0.0440 -0.0737 -0.0331 0.136
H -2.20843 -6.99040 -4.12719 0.0017 0.0251 -0.1166 0.147
H 8.11606 4.01913 7.97009 -0.0224 0.0673 0.0581 0.136
C 0.91678 0.67898 13.12672 -1.0623 -0.1412 0.5180 -0.139
C 2.64195 0.55353 11.71356 1.3003 -0.5030 -1.8024 -0.513
H -6.98358 -2.53409 -7.20502 1.7423 0.7454 -1.4202 0.120
C 1.83189 2.94366 6.72165 -0.8895 0.0574 -1.5901 -0.500
H -4.70425 -3.51118 -6.76735 0.7160 2.3104 -1.4328 0.135
H -0.41835 -12.63553 -6.82667 -0.0136 0.0950 0.0570 0.140
O -2.88429 -4.80314 -5.74036 1.2082 0.4604 0.0137 0.029
C 8.09955 4.82119 8.71541 1.0324 -0.5067 -0.1853 -0.138
C -0.43487 -11.83347 -6.08135 1.0458 -0.5385 -0.1613 -0.135
C -2.19853 -6.91651 -5.21968 -0.1371 -1.1857 0.5422 -0.120
H -1.54589 1.13571 -1.73617 1.7440 -1.9178 -0.7118 0.138
O -1.19635 -1.03350 -0.00907 2.3425 -1.8179 -0.4950 -0.141
H -4.97730 -1.02164 -5.78861 1.6180 -0.4481 -0.9677 0.161
H -0.01621 2.62582 3.26376 0.0672 0.1425 -0.0151 0.133
H 4.36178 2.26007 8.42175 -0.1532 0.0331 -0.1732 0.143
O 4.75604 5.85277 2.80379 -0.3738 -0.6618 0.6334 0.067
H 6.67368 3.84552 2.43392 -0.0076 0.0770 0.0580 0.138
H -0.69191 -10.42720 -7.70266 -0.2073 0.0317 0.1594 0.140
O -0.30919 3.79714 1.60706 0.5424 -0.2769 -1.4283 0.065
C 0.34396 3.56993 2.84185 -0.3100 0.0033 1.3840 -0.140
O -0.79373 -3.90279 -5.96551 -1.5181 -1.6419 0.1808 0.117
H -7.24805 -0.44265 -6.62580 -0.2758 1.1004 -1.3097 0.055
H -4.95691 1.66436 -7.16473 -0.1225 0.0648 2.5634 0.098
H -0.55866 -9.67328 -6.09416 0.0334 -0.0731 -0.0092 0.124
H 0.53157 0.32663 -0.10996 -1.3375 -1.7581 -1.4356 0.126
H 6.40013 6.05385 1.55794 -0.2192 0.0347 0.1650 0.139
O -1.07963 -6.14547 -5.61528 -0.1099 1.5649 -0.3529 0.081
H 2.34044 3.57015 9.73932 -0.0971 -0.0142 -0.2295 0.139
C -1.52143 -4.86558 -5.78895 1.3046 0.9444 -0.1367 -0.491
H -0.49388 -0.11010 -5.40109 -1.8845 0.7153 0.8961 0.127
H -4.38361 4.03232 -6.02865 -1.6438 -1.1396 0.9629 0.082
O 0.21003 3.22101 -0.54527 0.5681 0.1364 2.0866 0.099
O 3.46579 4.79049 4.36540 2.6757 0.5842 -1.0867 0.130
H -6.27536 -2.95321 -8.90697 0.4012 1.3886 2.0829 0.125
H -4.94612 3.39020 -4.33024 -0.6333 -0.1333 -2.5484 0.095
H 0.03435 1.31135 13.25744 0.1268 -0.1362 -0.2095 0.139
O 6.19842 6.02637 8.33996 -0.4420 -0.6868 0.6815 0.066
N -1.85549 -1.39605 -7.24450 -1.8592 1.0412 1.4488 0.110
H 0.69060 -0.32790 13.49326 0.0385 0.0859 -0.0438 0.137
H 9.09557 4.91757 9.15618 -0.2469 -0.1104 0.0725 0.139
H -4.24798 -6.23638 -5.12247 0.1610 0.1865 -0.1119 0.145
H -2.11527 -1.29503 -8.25936 0.0626 -0.1261 1.6547 0.110
O 1.17100 2.95613 5.69659 1.2233 -0.0848 1.9372 0.121
C -1.21104 -0.64057 -3.28899 -0.6847 0.9099 -0.1671 -0.168
C 4.54484 4.97451 3.82737 -2.2861 -0.3261 1.3078 -0.501
C -0.70475 0.35922 -2.07213 0.8447 0.1449 -0.2510 -0.196
H -1.56619 -2.36999 -7.00593 -0.2365 0.8173 0.0286 0.063
O 1.33309 3.21210 7.96375 0.0788 -0.0095 -1.3558 0.072
N -2.74051 0.23008 -5.27674 1.1220 -2.1482 -2.2886 -0.105
O 3.16576 2.65865 6.77661 -1.3262 -0.0224 -0.4423 0.062
H -2.51924 1.86970 -6.70104 -1.5283 -0.3415 1.7090 0.148
O 5.69834 4.33025 4.17066 -0.8391 0.4055 0.0019 0.065
H 4.02404 3.97753 8.09055 -0.2289 -0.2179 -0.0678 0.111
H 2.26242 4.49781 2.46712 -0.1947 -0.2209 -0.0651 0.118
H 7.84251 6.22746 7.09410 -0.2242 0.0286 0.1544 0.134
C -3.16901 1.59404 -5.75203 -0.5278 1.6786 -0.0800 -0.191
H -8.27137 -0.02146 -7.88285 1.5309 0.2287 0.6785 0.084
C -0.93597 -10.54258 -6.64304 0.5895 0.6916 -0.6734 -0.149
C 7.59845 6.11208 8.15372 0.5923 0.7714 -0.5868 -0.139
O -2.33600 -10.62829 -6.45680 -0.3561 -0.3931 0.5236 0.045
H 7.97576 6.98137 8.70260 -0.0437 -0.0848 -0.0390 0.138
C -4.60948 -2.49059 -7.37867 -2.1457 -1.1413 -0.7367 -0.153
H 0.56116 -11.73709 -5.64058 -0.2435 -0.1132 0.0615 0.141
C 1.78772 3.51094 2.46094 0.9031 0.2237 0.9122 -0.149
H 2.16005 1.86222 9.26621 0.0627 0.1363 -0.1170 0.114
C 6.15607 5.93848 2.61755 0.5859 0.7767 -0.6481 -0.138
C -6.14880 -2.22566 -7.97679 0.5114 -0.1147 -0.7906 -0.168
H 0.17027 1.02266 -2.53038 -1.7102 -1.3616 1.1111 0.120
H -0.87364 -1.96862 0.23331 -0.9237 2.2412 -0.3919 0.112
C -1.34467 0.26082 -4.68961 2.0836 0.0187 1.5752 -0.182
C -2.54720 -11.50654 -5.43322 -2.3722 -0.7149 1.4252 -0.515
H -2.14518 -7.92300 -5.64367 0.1051 0.2207 0.0392 0.125
H 2.12363 2.35548 13.77089 -0.0003 -0.0950 -0.0174 0.138
H -0.46792 -1.53001 -3.50227 -1.5564 1.7341 0.6930 0.115
H -5.45579 1.06772 -5.34895 1.5017 1.0486 -1.4259 0.100
N -7.27992 0.10311 -7.53432 -0.0367 -2.0189 -0.2784 -0.056
C 2.34425 2.87578 8.89463 0.0194 -0.2457 1.2882 -0.129
H -5.39614 -0.09922 -8.75579 -1.7879 -1.3216 0.7669 0.106
C 5.98722 5.14812 9.36354 -1.9643 -0.2873 1.1679 -0.512
O 4.90817 4.96410 9.90156 2.4046 0.4604 -1.0873 0.124
C 6.65716 4.64759 3.17924 0.9721 -0.5193 -0.1940 -0.141
H -1.03306 1.36567 -4.36046 -1.1088 -2.3322 -1.0529 0.132